[1]
A structure of composition C35H41AlKN3O20S. Source: OMol25; level of theory: wB97M-V/def2-TZVPD.

Summary:
Total charge = +2
Lowest unoccupied orbital energy = -7.746 eV
Maximum force = 5.083 eV Å⁻¹
DFT total energy = -116109.305 eV
HOMO-LUMO gap = 4.8 eV
Energy above the lowest of the compared OMol25 structures with the same formula, charge and spin = 6.707 eV

Geometry (Å):
1 C -6.538 3.545 -1.546
2 C -5.927 2.088 -1.184
3 O -6.106 1.718 0.018
4 N -5.265 1.255 -2.196
5 C -4.640 0.034 -1.622
6 C -3.551 0.000 -0.451
7 O -4.985 -1.069 -2.133
8 C -4.244 1.989 -2.970
9 C -2.982 2.687 -2.407
10 C -1.978 3.390 -3.394
11 C -2.191 3.410 -4.948
12 C -3.465 2.728 -5.499
13 C -4.438 2.029 -4.513
14 C -5.597 1.442 -5.439
15 O -6.700 1.070 -4.998
16 N -5.025 1.451 -6.795
17 C -4.050 2.572 -6.973
18 O -3.844 3.197 -8.025
19 H -7.482 3.396 -2.183
20 H -5.787 4.224 -2.071
21 H -6.881 4.048 -0.566
22 H -3.746 0.829 0.326
23 H -2.502 0.113 -0.879
24 H -3.704 -1.008 0.089
25 H -2.813 2.676 -1.280
26 H -1.042 3.929 -3.020
27 H -1.448 3.904 -5.669
28 H -4.612 0.502 -6.852
29 C 2.304 1.734 -5.099
30 C 1.497 2.748 -5.842
31 O 0.811 3.606 -5.354
32 N 1.397 2.719 -7.287
33 C 2.619 3.201 -7.987
34 H 2.431 2.060 -4.068
35 H 1.788 0.771 -5.119
36 H 3.293 1.633 -5.551
37 H 1.187 1.760 -7.581
38 H 0.605 3.345 -7.476
39 H 2.395 3.233 -9.053
40 H 3.433 2.501 -7.798
41 H 2.862 4.199 -7.622
42 O -8.221 -1.425 -4.940
43 H -7.621 -0.725 -5.218
44 O -0.840 1.612 0.128
45 H -1.057 2.018 0.978
46 H 0.114 1.476 0.172
47 C -1.429 -2.389 4.699
48 C -1.408 -1.369 3.751
49 C -0.292 -1.195 2.940
50 C 0.813 -2.036 3.083
51 C 0.800 -3.044 4.050
52 C -0.328 -3.225 4.850
53 C 1.983 -3.910 4.246
54 O 1.974 -4.791 5.086
55 C 3.183 -3.684 3.410
56 C 4.327 -4.455 3.621
57 C 5.456 -4.259 2.832
58 C 5.443 -3.300 1.823
59 C 4.307 -2.526 1.613
60 C 3.177 -2.710 2.414
61 C 1.986 -1.857 2.206
62 O 1.978 -1.007 1.319
63 H -2.304 -2.530 5.326
64 H -2.263 -0.710 3.643
65 H -0.284 -0.402 2.199
66 H -0.349 -4.015 5.594
67 H 4.341 -5.210 4.408
68 H 6.346 -4.857 3.001
69 H 6.322 -3.153 1.202
70 H 4.305 -1.778 0.829
71 C 5.956 -7.999 4.091
72 O 5.524 -9.070 4.542
73 O 5.208 -7.543 3.060
74 O 6.959 -7.289 4.443
75 H 4.598 -8.309 3.108
76 C 4.477 6.211 -3.027
77 C 5.381 5.511 -4.029
78 O 5.945 4.411 -3.312
79 S 4.869 3.883 -2.221
80 O 4.175 2.753 -2.779
81 O 5.505 3.840 -0.941
82 O 3.874 5.160 -2.266
83 H 5.055 6.838 -2.343
84 H 3.712 6.817 -3.514
85 H 6.165 6.165 -4.409
86 H 4.804 5.109 -4.867
87 C 0.332 -4.472 8.848
88 O -0.546 -3.357 8.689
89 C -0.981 -2.828 9.846
90 O -0.694 -3.212 10.952
91 O -1.792 -1.797 9.554
92 C -2.332 -1.134 10.698
93 H 0.618 -4.816 7.852
94 H 1.236 -4.177 9.384
95 H -0.174 -5.291 9.364
96 H -1.533 -0.707 11.308
97 H -2.943 -1.820 11.287
98 H -2.968 -0.323 10.343
99 K 4.379 -0.224 -0.015
100 O -8.346 0.055 -2.438
101 H -8.223 -0.598 -3.124
102 Al 6.265 -5.998 5.611

[2]
A structure of composition C17H20BClN6Re. Source: OMol25; level of theory: wB97M-V/def2-TZVPD.

Summary:
Multiplicity = 4
Total charge = +2
Lowest unoccupied orbital energy (spin up / spin down) = -10.033 / -9.537 eV
Maximum force = 3.431 eV Å⁻¹
DFT total energy = -42201.256 eV
HOMO-LUMO gap (spin up / spin down) = 3.2 / 3.7 eV
Energy above the lowest of the compared OMol25 structures with the same formula, charge and spin = 5.115 eV

Geometry (Å):
1 H 1.671 3.446 -0.016
2 N 0.530 1.973 -1.062
3 B -0.369 0.554 -3.126
4 N 0.186 1.849 -2.430
5 C 0.543 2.990 -3.052
6 Re 1.669 0.658 0.061
7 H 0.491 3.115 -4.111
8 C 1.122 3.863 -2.125
9 H 1.522 4.852 -2.269
10 C 1.179 3.185 -0.932
11 H -0.153 0.603 -4.329
12 C -2.459 -2.338 2.539
13 H -1.761 -2.753 3.274
14 H -1.887 -1.716 1.839
15 H -2.943 -3.142 1.981
16 N -1.996 0.212 -3.039
17 N 0.592 -0.542 -2.486
18 N -2.627 0.625 -1.853
19 N 0.848 -0.692 -1.097
20 C -2.977 -0.448 -3.766
21 C 1.470 -1.323 -3.131
22 H -2.882 -0.790 -4.775
23 H 1.622 -1.209 -4.197
24 C -4.074 -0.684 -2.936
25 C 2.167 -2.129 -2.225
26 C -3.716 -0.089 -1.671
27 C 1.766 -1.753 -0.959
28 H -4.989 -1.210 -3.133
29 H 2.936 -2.863 -2.453
30 H -4.273 -0.031 -0.706
31 H 2.050 -2.105 0.027
32 H -3.180 -1.757 3.025
33 Cl 0.226 1.992 1.760
34 C 0.612 0.874 3.013
35 C -0.380 0.452 3.936
36 C 0.024 -0.432 4.954
37 C 1.240 -1.089 4.808
38 C 2.075 -0.889 3.710
39 C 1.821 0.230 2.883
40 C 2.855 0.547 1.814
41 H -1.445 0.757 3.837
42 H -0.637 -0.596 5.803
43 H 1.578 -1.849 5.493
44 H 2.947 -1.484 3.460
45 H 3.485 1.456 2.008
46 H 3.519 -0.318 1.652

[3]
A structure of composition C25H17N4PS2V. Source: OMol25; level of theory: wB97M-V/def2-TZVPD.

Summary:
Multiplicity = 3
Total charge = +1
Lowest unoccupied orbital energy (spin up / spin down) = -4.299 / -3.835 eV
Maximum force = 1.405 eV Å⁻¹
DFT total energy = -88803.529 eV
HOMO-LUMO gap (spin up / spin down) = 7.2 / 7.8 eV
Energy above the lowest of the compared OMol25 structures with the same formula, charge and spin = 0.591 eV

Geometry (Å):
1 V -0.748 -0.027 -1.239
2 S -1.878 1.508 -2.332
3 C -0.321 2.246 -2.789
4 C -0.263 3.630 -2.999
5 C 0.909 4.221 -3.419
6 C 0.943 5.651 -3.645
7 N 0.953 6.786 -3.827
8 C 2.058 3.437 -3.620
9 C 2.011 2.078 -3.410
10 C 0.824 1.460 -3.005
11 S 0.763 -0.301 -2.832
12 C 3.305 4.042 -4.040
13 N 4.309 4.505 -4.356
14 H -1.142 4.239 -2.840
15 H 2.899 1.480 -3.573
16 N -1.108 -2.178 0.852
17 P -0.571 -0.564 1.146
18 C -1.148 -0.287 2.826
19 C -2.394 -0.765 3.233
20 C -2.820 -0.544 4.534
21 C -2.017 0.170 5.415
22 C -0.789 0.668 5.001
23 C -0.349 0.443 3.705
24 C 1.227 -0.601 1.238
25 C 1.939 0.389 0.563
26 C 3.328 0.399 0.591
27 C 4.001 -0.594 1.284
28 C 3.296 -1.590 1.962
29 C 1.914 -1.595 1.942
30 C -1.694 -2.604 -0.327
31 C -2.282 -3.864 -0.429
32 C -2.857 -4.230 -1.619
33 C -2.863 -3.349 -2.705
34 C -2.284 -2.127 -2.547
35 N -1.693 -1.748 -1.371
36 H -1.167 -2.824 1.626
37 H -3.035 -1.302 2.543
38 H -3.782 -0.924 4.856
39 H -2.351 0.340 6.430
40 H -0.168 1.230 5.687
41 H 0.614 0.821 3.389
42 H 1.421 1.175 0.025
43 H 3.878 1.172 0.071
44 H 5.083 -0.599 1.298
45 H 3.832 -2.357 2.508
46 H 1.374 -2.365 2.480
47 H -2.275 -4.531 0.423
48 H -3.313 -5.209 -1.711
49 H -3.315 -3.614 -3.650
50 H -2.257 -1.398 -3.340

[4]
A cluster of 2 separate species, C2H2FNO2 in total. Source: OMol25; level of theory: wB97M-V/def2-TZVPD.

Summary:
Lowest unoccupied orbital energy (spin up / spin down) = -0.580 / -0.581 eV
Maximum force = 3.141 eV Å⁻¹
DFT total energy = -10404.251 eV
HOMO-LUMO gap (spin up / spin down) = 9.0 / 8.9 eV
Energy above the lowest of the compared OMol25 structures with the same formula, charge and spin = 4.932 eV

Geometry (Å):
1 C -0.507 0.505 -0.017
2 C -1.475 -0.380 0.029
3 O -2.242 -1.234 0.087
4 H -0.339 1.155 0.827
5 H -0.222 0.924 -0.973
6 O 1.494 -1.279 -0.457
7 N 1.226 -0.511 0.362
8 F 2.066 0.821 0.142

[5]
A cluster of 12 separate species, C36H60F8O40P4 in total. Source: OMol25; level of theory: wB97M-V/def2-TZVPD.

Summary:
Lowest unoccupied orbital energy = -0.427 eV
Maximum force = 1.595 eV Å⁻¹
DFT total energy = -179113.008 eV
HOMO-LUMO gap = 10.1 eV
Energy above the lowest of the compared OMol25 structures with the same formula, charge and spin = 0.000 eV

Geometry (Å):
1 O -13.185 -21.308 13.116
2 C -12.275 -20.745 13.616
3 O -11.017 -21.186 13.636
4 C -10.172 -20.345 14.413
5 C -11.065 -19.108 14.616
6 F -10.696 -18.122 13.725
7 O -12.348 -19.539 14.271
8 H -9.946 -20.851 15.352
9 H -9.262 -20.105 13.870
10 H -11.056 -18.708 15.624
11 O -6.759 -28.894 14.916
12 C -7.522 -28.373 14.182
13 O -8.682 -28.893 13.719
14 C -9.409 -27.842 13.094
15 C -8.290 -26.900 12.655
16 F -8.691 -25.606 12.654
17 O -7.352 -27.101 13.698
18 H -9.957 -28.199 12.226
19 H -10.070 -27.307 13.777
20 H -7.839 -27.167 11.698
21 O -7.236 -19.101 14.759
22 C -7.144 -18.274 13.928
23 O -7.521 -18.467 12.650
24 C -7.418 -17.256 11.925
25 C -7.065 -16.228 13.005
26 F -8.175 -15.508 13.381
27 O -6.632 -17.018 14.076
28 H -6.681 -17.243 11.122
29 H -8.381 -17.002 11.476
30 H -6.308 -15.489 12.758
31 O -6.483 -22.684 20.092
32 C -6.754 -22.173 19.070
33 O -6.224 -22.485 17.872
34 C -6.588 -21.448 16.934
35 C -7.820 -20.861 17.591
36 F -8.954 -21.520 17.142
37 O -7.649 -21.143 18.926
38 H -5.787 -20.727 16.776
39 H -6.797 -21.967 15.999
40 H -7.971 -19.800 17.424
41 O -12.972 -27.085 11.098
42 C -12.583 -26.015 11.396
43 O -11.790 -25.755 12.457
44 C -11.668 -24.351 12.601
45 C -12.012 -23.842 11.201
46 F -10.909 -23.774 10.378
47 O -12.824 -24.872 10.698
48 H -12.384 -23.904 13.288
49 H -10.638 -24.067 12.804
50 H -12.520 -22.884 11.180
51 O -11.502 -25.623 15.503
52 C -10.410 -25.263 15.777
53 O -9.941 -24.014 15.551
54 C -8.542 -23.994 15.768
55 C -8.276 -25.273 16.571
56 F -8.096 -25.017 17.901
57 O -9.454 -26.020 16.381
58 H -7.965 -24.069 14.849
59 H -8.213 -23.099 16.291
60 H -7.442 -25.873 16.216
61 O -10.293 -20.279 10.728
62 C -10.794 -19.374 10.149
63 O -12.050 -18.951 10.338
64 C -12.360 -18.002 9.306
65 C -10.992 -17.483 8.944
66 F -10.627 -16.458 9.793
67 O -10.170 -18.592 9.231
68 H -12.827 -18.540 8.480
69 H -13.027 -17.224 9.661
70 H -10.761 -17.169 7.931
71 O -6.246 -22.860 13.974
72 C -6.869 -22.413 13.062
73 O -6.493 -21.404 12.266
74 C -7.492 -21.230 11.228
75 C -8.191 -22.577 11.269
76 F -7.570 -23.520 10.509
77 O -8.048 -22.958 12.611
78 H -8.143 -20.410 11.498
79 H -6.992 -21.061 10.279
80 H -9.227 -22.467 10.958
81 C -5.735 -19.161 8.136
82 O -7.082 -19.001 7.661
83 P -7.621 -17.608 7.204
84 O -8.944 -17.630 6.606
85 O -7.490 -16.749 8.535
86 C -7.751 -15.352 8.513
87 O -6.461 -17.063 6.269
88 C -6.790 -16.219 5.146
89 H -5.205 -18.207 8.176
90 H -5.229 -19.876 7.501
91 H -5.796 -19.473 9.181
92 H -8.381 -15.075 9.357
93 H -8.218 -15.015 7.587
94 H -6.821 -14.786 8.638
95 H -7.769 -15.752 5.249
96 H -6.796 -16.825 4.244
97 H -6.035 -15.439 5.091
98 C -1.748 -16.789 14.480
99 O -1.434 -17.956 15.238
100 P -2.578 -19.047 15.401
101 O -3.882 -18.506 15.760
102 O -1.926 -20.006 16.452
103 C -1.022 -21.045 16.098
104 O -2.530 -19.814 14.006
105 C -3.707 -20.070 13.270
106 H -2.051 -15.968 15.132
107 H -2.510 -16.973 13.723
108 H -0.828 -16.456 13.996
109 H -0.897 -21.198 15.028
110 H -1.372 -21.985 16.521
111 H -0.041 -20.804 16.509
112 H -4.647 -19.800 13.751
113 H -3.796 -21.128 13.016
114 H -3.685 -19.555 12.303
115 C -4.187 -26.931 12.636
116 O -3.746 -26.559 11.331
117 P -4.808 -26.243 10.201
118 O -5.990 -27.101 10.154
119 O -3.877 -26.288 8.929
120 C -4.058 -27.270 7.899
121 O -5.156 -24.714 10.358
122 C -4.103 -23.738 10.515
123 H -5.049 -27.589 12.686
124 H -4.420 -26.040 13.228
125 H -3.344 -27.415 13.125
126 H -3.925 -26.778 6.936
127 H -5.053 -27.709 7.932
128 H -3.281 -28.025 8.002
129 H -4.136 -23.095 9.633
130 H -3.117 -24.190 10.554
131 H -4.355 -23.150 11.393
132 C -6.316 -24.405 6.984
133 O -7.595 -24.101 7.539
134 P -8.906 -24.662 6.824
135 O -8.862 -24.594 5.373
136 O -9.121 -26.112 7.394
137 C -9.247 -26.297 8.822
138 O -10.028 -23.834 7.560
139 C -10.024 -22.421 7.431
140 H -6.286 -24.614 5.917
141 H -5.851 -25.248 7.505
142 H -5.698 -23.542 7.237
143 H -10.300 -26.459 9.046
144 H -8.774 -25.500 9.390
145 H -8.722 -27.223 9.065
146 H -11.052 -22.066 7.366
147 H -9.498 -22.078 6.539
148 H -9.573 -21.973 8.319